Run one
A 4-piece molecular cluster, C3H9N3 overall. Source: OMol25; level of theory: ωB97M-V/def2-TZVPD.

The geometry in XYZ format:
```
15
Properties=species:S:1:pos:R:3:mulliken_charge:R:1
C -1.930 0.307 0.540 -0.66
C 0.903 0.304 -0.137 0.35
C 2.152 -0.449 0.164 -0.68
H -3.112 0.510 0.441 0.26
H -1.241 1.183 0.935 0.27
H -1.939 -0.562 1.249 0.27
H -1.889 -0.875 -1.346 0.29
H 0.011 -1.366 -0.104 0.17
H 1.538 -2.013 0.487 0.14
H 2.635 0.375 1.523 0.25
H 3.138 -0.384 -1.150 0.25
H 0.193 1.928 -0.876 0.31
N -1.384 -0.007 -0.817 -0.53
N -0.095 -0.492 -0.567 -0.09
N 1.021 1.540 -0.343 -0.61
```

Values from the calculation:
Multiplicity: 1
Frontier orbital gap in hartree: 0.31797



Run two
A single C3H9N3 molecule. Source: OMol25; level of theory: ωB97M-V/def2-TZVPD.

The geometry in XYZ format:
```
15
Properties=species:S:1:pos:R:3:mulliken_charge:R:1
H 1.610 1.983 -0.082 0.24
N 2.161 1.188 -0.344 -0.75
C 1.515 0.176 0.071 0.53
N 2.073 -1.073 -0.059 -0.49
C 0.055 0.168 0.567 -0.72
N -0.794 -0.132 -0.538 -0.16
C -2.177 0.025 -0.237 -0.95
H 1.414 -1.849 0.100 0.22
H 2.809 -1.232 -0.764 0.25
H -0.319 1.083 1.181 0.33
H -0.137 -0.624 1.355 0.29
H -0.404 -0.025 -1.463 0.23
H -2.207 0.114 0.838 0.29
H -2.733 1.008 -0.273 0.33
H -2.864 -0.810 -0.353 0.35
```

Values from the calculation:
SMILES: [H]/N=C(/N)CNC
Multiplicity: 1
Frontier orbital gap in hartree: 0.35523



Least stable structure: run one



Run one
A single C7H8ClN3 molecule. Source: OMol25; level of theory: ωB97M-V/def2-TZVPD.

The geometry in XYZ format:
```
19
Properties=species:S:1:pos:R:3:mulliken_charge:R:1
C -1.921 1.627 0.424 -1.23
C -0.595 0.902 0.334 0.82
C 0.591 1.535 0.435 -0.53
C 1.889 0.985 0.308 -0.27
C 2.195 -0.304 -0.066 -0.19
C 3.469 -0.874 -0.026 0.21
N 4.490 -1.393 -0.011 -0.49
N -0.576 -0.383 -0.119 -0.36
C -1.396 -1.347 -0.196 0.61
N -1.158 -2.342 -1.091 -0.38
Cl -2.986 -1.542 0.788 -0.24
H -2.341 1.555 -0.679 0.27
H -1.642 2.617 0.786 0.34
H -2.599 1.085 1.089 0.34
H 0.609 2.573 0.651 0.28
H 2.734 1.586 0.622 0.34
H 1.376 -1.165 -0.193 0.05
H -0.260 -2.306 -1.576 0.23
H -1.880 -2.811 -1.480 0.19
```

Values from the calculation:
SMILES: CC(=C/C=C/C#N)/N=C(/N)Cl
Multiplicity: 1
Frontier orbital gap in hartree: 0.28779



Run two
A single C7H8ClN3 molecule. Source: OMol25; level of theory: ωB97M-V/def2-TZVPD.

The geometry in XYZ format:
```
19
Properties=species:S:1:pos:R:3:mulliken_charge:R:1
C -2.792 -1.050 0.080 0.27
C -0.551 -1.789 -0.961 -0.36
C 0.840 -1.258 -1.008 -0.41
C -1.521 -1.084 -0.346 0.20
C 1.295 -0.217 -0.237 0.74
C -0.884 0.811 0.334 0.07
C 2.709 0.286 -0.186 -1.40
N -3.735 -1.064 0.742 -0.56
N 0.487 0.437 0.590 -0.34
N -1.438 1.411 1.416 -0.51
Cl -1.210 1.764 -1.154 -0.19
H -0.908 -2.548 -1.698 0.28
H 1.443 -1.630 -1.784 0.40
H 2.823 1.137 -0.739 0.34
H 3.516 -0.410 -0.467 0.37
H 2.843 0.643 0.895 0.29
H 0.915 1.090 1.223 0.27
H -2.320 1.019 1.807 0.29
H -1.513 2.451 1.492 0.25
```

Values from the calculation:
Multiplicity: 1
Frontier orbital gap in hartree: 0.29546



Least stable structure: run two



Run one
C30H39BCrN7O3S2 as an isolated structure. Source: OMol25; level of theory: ωB97M-V/def2-TZVPD.

The geometry in XYZ format:
```
83
Properties=species:S:1:pos:R:3:mulliken_spin:R:1
Cr 0.114 -0.327 0.297 3.41
N 1.295 3.409 -2.482 0.00
C 0.354 2.512 -2.033 0.00
O -0.170 1.724 -2.797 0.00
C -0.012 2.675 -0.570 0.05
C -0.877 1.538 -0.022 -0.17
H 1.693 3.226 -3.388 0.00
H 1.917 3.805 -1.799 0.00
H -0.521 3.647 -0.499 0.00
H 0.913 2.759 0.007 -0.01
H -1.738 1.430 -0.696 -0.01
H -1.288 1.863 0.940 -0.01
N -2.665 -0.824 3.462 0.04
C -3.536 -1.571 2.694 0.01
C -4.748 -2.168 2.978 0.01
C -5.372 -2.880 1.951 0.05
C -4.778 -2.990 0.699 -0.03
C -3.558 -2.387 0.411 0.06
C -2.934 -1.646 1.414 -0.05
N -1.757 -0.953 1.411 0.09
C -1.585 -0.490 2.664 0.12
C -0.440 0.190 3.092 0.07
C -0.130 0.703 4.364 0.50
S 1.461 1.413 4.327 0.12
C 1.585 1.002 2.650 0.03
N 0.559 0.389 2.152 -0.12
H -2.728 -0.649 4.446 0.00
H -5.196 -2.097 3.962 0.00
H -6.322 -3.364 2.139 0.01
H -5.273 -3.572 -0.070 0.00
H -3.072 -2.522 -0.545 0.02
H -0.693 0.652 5.278 0.03
H 2.469 1.254 2.084 -0.01
C 7.471 2.837 -2.567 0.00
C 7.647 2.080 -1.241 0.00
C 7.786 3.087 -0.089 0.00
C 8.948 1.279 -1.325 0.00
C 6.424 1.190 -1.004 0.00
C 6.520 -0.194 -0.896 0.00
C 5.403 -1.011 -0.707 0.00
C 4.177 -0.395 -0.626 0.00
O 2.943 -0.928 -0.440 -0.02
B 2.007 0.132 -0.364 -0.03
O 2.753 1.333 -0.565 -0.05
C 4.064 0.991 -0.708 -0.01
C 5.162 1.796 -0.903 0.00
H 8.344 3.464 -2.766 0.00
H 6.588 3.476 -2.546 0.00
H 7.356 2.130 -3.390 0.00
H 8.648 3.739 -0.254 0.00
H 7.926 2.558 0.856 0.00
H 6.898 3.711 0.005 0.00
H 9.780 1.961 -1.516 0.00
H 8.914 0.552 -2.138 0.00
H 9.148 0.753 -0.390 0.00
H 7.488 -0.672 -0.953 0.00
H 5.488 -2.086 -0.618 0.00
H 5.046 2.870 -0.973 0.00
S 1.006 -2.588 1.590 -0.02
C 1.084 -3.999 0.747 0.01
N 1.139 -5.015 0.178 0.00
C -2.380 -0.199 -4.116 0.00
C -2.746 -1.441 -3.303 0.00
N -1.622 -2.344 -3.103 0.01
C -1.609 -3.582 -3.865 0.00
C -1.191 -3.409 -5.326 0.00
C -0.612 -2.024 -2.243 0.03
C 0.650 -2.824 -2.312 0.02
N -0.687 -1.026 -1.431 -0.14
H -3.260 0.435 -4.237 0.00
H -2.020 -0.480 -5.107 0.00
H -1.600 0.376 -3.614 0.00
H -3.528 -2.007 -3.811 0.00
H -3.166 -1.131 -2.342 0.00
H -2.616 -4.004 -3.829 0.00
H -0.952 -4.295 -3.373 0.00
H -1.931 -2.827 -5.878 0.00
H -1.100 -4.387 -5.802 0.00
H -0.233 -2.893 -5.391 0.00
H 0.955 -2.961 -3.350 0.00
H 0.547 -3.799 -1.836 0.00
H 1.423 -2.288 -1.769 -0.01
H -1.549 -0.498 -1.522 0.01
```

Values from the calculation:
Expectation value of S²: 6.09
Net charge: -1
Multiplicity: 5
Frontier orbital gap (spin up / spin down) in hartree: 0.15266 / 0.25126



Run two
C30H39BCrN7O3S2 as an isolated structure. Source: OMol25; level of theory: ωB97M-V/def2-TZVPD.

The geometry in XYZ format:
```
83
Properties=species:S:1:pos:R:3:mulliken_spin:R:1
Cr 0.051 0.845 1.471 3.38
N 2.384 -1.915 -1.272 0.00
C 2.588 -0.615 -0.890 0.00
O 2.627 0.281 -1.716 0.00
C 2.843 -0.398 0.586 0.05
C 2.135 0.833 1.146 -0.19
H 2.038 -2.053 -2.208 0.00
H 2.089 -2.582 -0.579 0.00
H 3.936 -0.308 0.667 -0.01
H 2.566 -1.298 1.144 0.00
H 2.405 1.693 0.521 -0.01
H 2.558 1.039 2.136 0.00
N 1.096 3.152 4.806 0.05
C 0.781 4.313 4.112 0.02
C 0.868 5.644 4.461 0.00
C 0.456 6.586 3.516 0.05
C -0.035 6.179 2.279 -0.03
C -0.121 4.835 1.930 0.05
C 0.313 3.884 2.850 -0.05
N 0.344 2.514 2.783 0.08
C 0.776 2.081 3.991 0.18
C 0.865 0.730 4.316 0.08
C 1.270 0.067 5.490 0.47
S 1.097 -1.646 5.268 0.11
C 0.551 -1.382 3.656 0.02
N 0.480 -0.146 3.298 -0.06
H 1.243 3.084 5.795 0.00
H 1.234 5.950 5.434 0.00
H 0.503 7.640 3.757 0.01
H -0.384 6.927 1.577 0.00
H -0.582 4.526 1.003 0.02
H 1.573 0.484 6.434 0.03
H 0.296 -2.194 2.993 -0.02
C 0.641 -7.197 -1.289 0.00
C -0.791 -6.708 -1.546 0.00
C -1.723 -7.287 -0.473 0.00
C -1.240 -7.248 -2.904 0.00
C -0.829 -5.180 -1.485 0.00
C -1.233 -4.396 -2.561 0.00
C -1.269 -2.998 -2.501 0.00
C -0.885 -2.405 -1.323 -0.01
O -0.806 -1.090 -0.998 0.00
B -0.316 -0.992 0.337 -0.07
O -0.126 -2.347 0.783 -0.04
C -0.477 -3.174 -0.241 0.00
C -0.439 -4.546 -0.293 0.00
H 0.682 -8.289 -1.326 0.00
H 1.002 -6.881 -0.310 0.00
H 1.324 -6.801 -2.043 0.00
H -1.704 -8.379 -0.502 0.00
H -2.750 -6.955 -0.636 0.00
H -1.426 -6.971 0.528 0.00
H -1.195 -8.339 -2.893 0.00
H -0.594 -6.896 -3.711 0.00
H -2.267 -6.958 -3.133 0.00
H -1.536 -4.868 -3.485 0.00
H -1.586 -2.405 -3.349 0.00
H -0.115 -5.109 0.573 0.00
S -2.407 0.769 2.196 -0.02
C -2.891 2.307 1.740 0.00
N -3.212 3.373 1.411 0.00
C 1.721 3.428 -2.508 0.00
C 0.549 4.192 -1.899 0.00
N -0.723 3.475 -1.943 0.01
C -1.671 3.883 -2.966 0.00
C -1.335 3.355 -4.357 0.00
C -0.971 2.442 -1.088 0.03
C -2.253 1.689 -1.255 0.02
N -0.132 2.096 -0.170 -0.13
H 2.636 4.014 -2.402 0.00
H 1.557 3.244 -3.571 0.00
H 1.882 2.461 -2.030 0.00
H 0.395 5.134 -2.428 0.00
H 0.772 4.466 -0.863 0.00
H -1.694 4.976 -2.981 0.00
H -2.667 3.563 -2.676 0.00
H -0.377 3.742 -4.706 0.00
H -2.102 3.657 -5.073 0.00
H -1.275 2.266 -4.350 0.00
H -2.325 1.288 -2.268 0.00
H -3.104 2.338 -1.052 0.00
H -2.275 0.868 -0.549 -0.02
H 0.718 2.646 -0.182 0.03
```

Values from the calculation:
Expectation value of S²: 6.09
Net charge: -1
Multiplicity: 5
Frontier orbital gap (spin up / spin down) in hartree: 0.15261 / 0.25747



Least stable structure: run one



Run one
C3H3NO2S as an isolated structure. Source: OMol25; level of theory: ωB97M-V/def2-TZVPD.

The geometry in XYZ format:
```
10
Properties=species:S:1:pos:R:3:mulliken_charge:R:1
C 1.421 0.190 0.109 -0.08
C 0.895 -1.034 -0.057 -0.24
C -1.012 0.113 0.111 0.47
N 0.538 1.269 0.210 -0.53
O -3.344 -0.397 0.094 -0.55
O -0.515 -1.074 -0.067 -0.26
S -2.468 0.822 0.129 0.25
H 2.536 0.253 0.083 0.32
H 1.454 -2.007 -0.012 0.35
H 0.496 1.865 -0.600 0.27
```

Values from the calculation:
Multiplicity: 1
Frontier orbital gap (spin up / spin down) in hartree: 0.31400 / 0.31402



Run two
A single C3H3NO2S molecule. Source: OMol25; level of theory: ωB97M-V/def2-TZVPD.

The geometry in XYZ format:
```
10
Properties=species:S:1:pos:R:3:mulliken_charge:R:1
C 1.512 -1.432 -0.352 -0.69
C -1.219 -2.011 0.084 0.48
C 0.534 -0.308 -0.169 -0.02
N -0.813 -0.814 0.153 -0.04
O -1.879 -2.964 0.137 -0.23
O 3.297 0.258 0.394 -0.59
S 3.086 -1.152 -0.057 0.26
H 0.841 0.377 0.638 0.31
H 0.444 0.293 -1.082 0.21
H -1.482 -0.089 0.438 0.32
```

Values from the calculation:
Multiplicity: 1
Frontier orbital gap (spin up / spin down) in hartree: 0.24154 / 0.24168



Least stable structure: run two



Run one
A single C3H3NO2S molecule. Source: OMol25; level of theory: ωB97M-V/def2-TZVPD.

The geometry in XYZ format:
```
10
Properties=species:S:1:pos:R:3:mulliken_charge:R:1
C -2.274 -0.379 0.064 -0.22
N -1.374 0.478 -0.190 -0.38
O -0.116 -0.279 -0.146 -0.07
C 0.892 0.523 -0.108 0.41
S 0.777 2.208 -0.054 -0.22
C 2.172 -0.181 0.007 0.06
O 2.268 -1.359 -0.104 -0.42
H -3.288 -0.057 0.093 0.33
H -2.095 -1.509 0.103 0.25
H 3.038 0.556 0.335 0.25
```

Values from the calculation:
SMILES: C=NOC(=S)C=O
Multiplicity: 1
Frontier orbital gap in hartree: 0.28909



Run two
A single C3H3NO2S molecule. Source: OMol25; level of theory: ωB97M-V/def2-TZVPD.

The geometry in XYZ format:
```
10
Properties=species:S:1:pos:R:3:mulliken_charge:R:1
O -2.571 0.279 0.836 -0.48
C -1.526 -0.332 0.785 0.19
C -0.415 0.125 0.007 0.55
O -0.564 1.194 -0.831 -0.52
N 0.704 -0.436 0.129 -0.28
C 1.908 -0.377 -0.454 -0.13
S 3.235 0.089 0.379 -0.26
H -1.276 -1.377 1.336 0.27
H -1.443 1.736 -0.714 0.39
H 1.948 -0.901 -1.473 0.27
```

Values from the calculation:
SMILES: O=C/C(O)=N/C=S
Multiplicity: 1
Frontier orbital gap in hartree: 0.28589



Run three
A single C3H3NO2S molecule. Source: OMol25; level of theory: ωB97M-V/def2-TZVPD.

The geometry in XYZ format:
```
10
Properties=species:S:1:pos:R:3:mulliken_charge:R:1
C -0.696 -0.445 1.434 -0.17
C -2.666 -1.101 0.016 0.43
C 0.098 0.298 0.336 -0.66
N -3.207 1.800 0.251 -0.23
O -3.094 -2.063 -0.547 -0.45
O -1.787 -1.044 0.986 -0.08
S -3.858 0.589 -0.197 0.27
H 1.061 -0.122 0.389 0.36
H 0.360 1.276 0.882 0.25
H -0.470 0.278 -0.635 0.29
```

Values from the calculation:
Multiplicity: 1
Frontier orbital gap in hartree: 0.26666



Least stable structure: run three